C52H143N13O13 | ωB97M-V with the def2-TZVPD basis set

Summary:
- Energy relative to the best compared isomer or geometry (same formula, charge and spin): 4.5099 eV
- HOMO: -8.563 eV
- Lowest unoccupied orbital energy: 0.324 eV

```
! wB97M-V def2-TZVPD RIJCOSX def2/J DEFGRID3
* xyz 0 1
C 21.28452 10.79378 20.35774
C 19.99909 10.91756 21.21203
C 18.84271 10.40134 20.27879
O 18.72143 11.27686 19.12500
C 17.64470 12.21543 19.38887
N 20.06872 10.18839 22.44829
H 21.49347 9.70909 20.21088
H 22.18076 11.19021 20.77400
H 21.29881 11.30088 19.38263
H 19.75820 11.94788 21.41565
H 17.89728 10.23357 20.87612
H 19.09215 9.37784 19.85506
H 17.60032 12.87922 18.54633
H 17.92062 12.78185 20.28193
H 16.68975 11.65944 19.58784
H 20.32461 9.18586 22.36933
H 19.12056 10.24222 22.80497
C 11.26936 14.36688 20.79286
C 11.06398 14.63032 22.24998
C 11.60013 15.98365 22.64646
O 11.68320 15.93356 24.15077
C 11.96060 17.24555 24.66244
N 9.64934 14.60542 22.77258
H 10.93817 13.40467 20.40126
H 12.36131 14.46453 20.56590
H 10.85869 15.13266 20.18784
H 11.63806 13.92928 22.79655
H 10.88272 16.70618 22.39647
H 12.54903 16.26097 22.22405
H 12.31045 17.18855 25.72403
H 11.06038 17.84331 24.71387
H 12.77193 17.73995 24.11104
H 9.66304 14.85473 23.78259
H 9.19317 13.68363 22.67432
C 17.17615 17.99746 16.04883
C 17.86933 17.69591 14.74331
C 19.24134 17.21595 15.01586
O 19.96045 16.93823 13.82630
C 20.86008 15.88707 14.10187
N 17.03185 16.76185 14.03813
H 17.03532 17.14066 16.67507
H 16.19439 18.48582 15.82461
H 17.78293 18.78746 16.57607
H 17.85085 18.55030 14.06323
H 19.17694 16.22368 15.49942
H 19.89623 17.79883 15.64977
H 21.57086 15.90139 13.24382
H 20.37930 14.95094 14.02018
H 21.34131 16.03692 15.10574
H 17.61190 16.29887 13.31293
H 16.87569 15.91690 14.60019
C 22.29658 16.09675 19.27029
C 20.77965 16.40558 19.22124
C 20.14147 15.21278 18.57548
O 20.78068 14.77980 17.34983
C 19.91349 13.90265 16.65760
N 20.23492 16.72999 20.48556
H 22.51320 15.18974 19.96041
H 22.84588 17.00223 19.65451
H 22.67779 15.96168 18.20315
H 20.72132 17.32705 18.56641
H 19.03261 15.40569 18.40681
H 20.16519 14.36809 19.22364
H 19.00967 14.36316 16.27487
H 19.63639 13.04410 17.24475
H 20.49872 13.56995 15.74675
H 20.61601 16.11746 21.17721
H 19.20024 16.65199 20.68714
C 13.62348 16.35143 18.54210
C 14.92813 15.57423 18.52481
C 14.91842 14.49805 19.57580
O 14.73960 15.13261 20.86861
C 14.79644 14.18128 21.88098
N 15.09231 15.03390 17.19019
H 13.60234 17.35827 18.10375
H 13.34430 16.51814 19.61778
H 12.79872 15.75655 18.11999
H 15.68066 16.33317 18.68373
H 15.86999 13.96012 19.53081
H 13.99532 13.88306 19.33919
H 14.81136 14.69951 22.90143
H 15.77116 13.55971 21.92004
H 13.92336 13.57391 21.97848
H 14.41947 14.27263 17.10333
H 15.98908 14.47934 17.14261
C 14.76789 10.22435 18.09427
C 13.78834 10.79602 19.18456
C 12.56662 11.45324 18.54963
O 13.01342 12.46902 17.60473
C 11.88107 12.93655 16.87199
N 13.17906 9.76166 19.98334
H 15.56378 9.67796 18.56838
H 15.10874 11.03105 17.51805
H 14.23458 9.51793 17.38854
H 14.31660 11.49432 19.79934
H 11.87614 11.91387 19.26231
H 11.96529 10.67695 18.06930
H 12.28654 13.46680 15.98353
H 11.34062 13.62855 17.56248
H 11.31171 12.08912 16.59956
H 13.66898 9.49237 20.86354
H 12.94015 8.92185 19.49858
C 15.21319 13.77303 12.85889
C 14.75001 13.24507 14.17121
C 13.72006 12.20069 14.03798
O 12.52152 12.71368 13.49236
C 11.66039 11.79731 12.77777
N 15.96571 12.71072 14.91935
H 15.81693 14.75454 12.97862
H 14.42309 14.09650 12.11942
H 15.74344 12.97818 12.33989
H 14.42945 14.13258 14.70454
H 13.61899 11.76905 15.04984
H 14.16798 11.40095 13.48296
H 11.91166 11.71759 11.72064
H 10.64987 12.24370 12.74444
H 11.54928 10.79008 13.17066
H 16.39529 11.94603 14.36872
H 15.44729 12.17156 15.70795
C 12.12021 16.93923 12.83013
C 13.51111 17.21241 13.33592
C 14.22476 18.35814 12.58862
O 14.44535 17.89111 11.22724
C 14.76544 18.82326 10.24316
N 13.55133 17.43541 14.80952
H 11.34767 17.71424 12.99610
H 11.77312 16.01538 13.23729
H 12.21990 16.64411 11.78529
H 14.15240 16.36741 13.24466
H 15.19267 18.53964 13.04006
H 13.61046 19.25082 12.50682
H 14.91212 18.29580 9.33305
H 15.53872 19.51953 10.53913
H 13.85285 19.48663 10.12410
H 14.35989 16.92008 15.21133
H 12.72388 16.97148 15.18097
C 17.77576 18.12017 25.38358
C 16.76261 16.96554 25.35256
C 16.04131 16.98888 26.70210
O 16.95842 16.74946 27.72166
C 16.92578 15.38135 28.11235
N 15.95543 17.18804 24.12621
H 18.48634 18.00990 24.54178
H 18.26793 17.99858 26.35232
H 17.25184 19.03120 25.41684
H 17.30328 15.97602 25.24987
H 15.20555 16.19356 26.78622
H 15.54972 17.99371 26.77372
H 17.62400 15.33963 28.97742
H 17.24437 14.72652 27.27749
H 15.94145 15.12095 28.41437
H 15.19090 16.53966 23.95776
H 15.51383 18.13202 24.07794
C 21.78032 13.16020 23.59853
C 21.05117 13.41235 24.94654
C 19.56730 13.70245 24.86991
O 19.36006 14.96618 24.29245
C 18.34994 14.87463 23.28927
N 21.34678 12.29014 25.90554
H 22.89625 13.13020 23.74026
H 21.53663 13.85634 22.78556
H 21.45228 12.22377 23.22285
H 21.58480 14.24082 25.35349
H 19.21880 13.66665 25.87826
H 18.90000 13.03746 24.33154
H 18.22524 15.89320 22.77676
H 17.37644 14.52746 23.61578
H 18.74844 14.11693 22.53199
H 21.13221 11.37652 25.42852
H 22.36713 12.20870 26.06799
C 16.46194 19.37729 19.95630
C 17.64007 18.50529 20.41530
C 18.67141 19.29778 21.20585
O 19.09769 20.42294 20.38754
C 19.82936 21.43975 21.05139
N 17.23154 17.29154 21.17500
H 16.81353 20.05565 19.18221
H 15.86460 19.94607 20.69271
H 15.68038 18.73222 19.48035
H 18.09692 18.08290 19.52750
H 19.52088 18.71602 21.55993
H 18.13262 19.72224 22.09372
H 20.33639 21.86950 20.20243
H 20.53492 20.99761 21.75363
H 19.14370 22.18085 21.53192
H 16.49909 16.90949 20.61741
H 16.91685 17.61104 22.11872
C 15.48561 9.55956 24.74647
C 14.25445 9.66701 23.90601
C 14.31461 11.01976 23.23078
O 14.27621 12.10235 24.13711
C 13.01425 12.21463 24.68512
N 14.04748 8.63596 22.92868
H 15.57539 8.65290 25.42521
H 15.63046 10.46443 25.33687
H 16.28269 9.60510 24.07933
H 13.39657 9.67814 24.65273
H 13.53416 11.07460 22.48825
H 15.28178 11.15108 22.71407
H 12.67179 11.30505 25.26408
H 12.21963 12.38855 23.89221
H 13.09036 13.04035 25.40839
H 14.56446 7.80522 23.10514
H 13.06103 8.47849 22.71770
C 18.31286 9.78044 14.28062
C 17.70302 9.43211 15.68811
C 16.53197 8.45517 15.46462
O 15.52020 9.14016 14.74880
C 14.51146 8.06508 14.58603
N 18.58064 8.93054 16.70520
H 18.78433 8.87802 13.87944
H 19.14929 10.50742 14.42875
H 17.53978 10.18973 13.51013
H 17.31725 10.39424 16.04313
H 16.14923 8.20030 16.46819
H 16.81818 7.52138 14.95634
H 14.91984 7.34271 13.85209
H 13.56352 8.41971 14.17441
H 14.28837 7.51867 15.52294
H 19.37836 8.36925 16.44274
H 18.75316 9.60269 17.47701
*
```